(1)
Entry from the OMol25 dataset: a molecular structure, C46H58GeN4O2RbS (the ωB97M-V functional and the def2-TZVPD basis).

The geometry in XYZ format:
```
113
Properties=species:S:1:pos:R:3:forces:R:3:mulliken_charge:R:1
Rb 0.151504 0.695579 -0.203201 0.742 0.215 0.906 0.973
Ge -4.919755 -1.862290 -1.028809 0.360 0.188 -0.224 2.416
S 1.552255 -0.809796 2.672603 -0.067 0.054 0.019 -0.192
O -2.332781 -0.751557 -2.617463 -0.069 -0.015 -0.051 -0.899
O -1.408048 1.240036 -2.171447 -0.318 0.134 -0.614 -0.723
N 2.630775 -1.595459 -0.053584 0.002 0.188 -0.039 0.125
N 3.315152 -2.678509 3.256843 0.079 -0.134 -0.112 -0.454
N 3.193963 -2.161518 1.048353 0.118 -0.151 -0.106 -0.197
N 1.247109 -1.223063 -2.387856 0.154 -0.054 0.072 -0.188
C -5.502759 -4.438444 -2.283585 -0.078 0.052 -0.065 -0.342
C 1.773197 5.654485 0.871313 -0.015 0.013 -0.053 -1.917
C -0.965052 3.806475 0.601664 0.190 0.036 -0.029 0.050
C -1.940989 3.080932 1.313411 0.029 -0.081 0.060 -0.813
C 2.592863 3.840796 2.283147 -0.054 -0.011 0.007 -2.302
C 1.322251 -0.228316 -4.553868 0.029 0.052 -0.102 -0.952
C -6.643586 0.123701 -5.006701 0.075 -0.025 -0.102 -0.420
C 2.704282 -0.242988 -4.540477 -0.109 -0.003 -0.012 -0.411
C -6.746212 -0.225054 -2.633518 -0.129 0.100 0.095 -0.267
C 2.378195 3.425653 -0.115251 0.024 -0.065 -0.053 -1.588
C -1.379528 4.685122 -0.582850 -0.028 0.024 -0.030 2.596
C -2.927423 0.333728 -0.582081 -0.423 0.127 -0.183 2.489
C 4.487708 -2.613715 -1.289402 0.019 -0.029 0.024 -1.904
C -2.100113 1.766105 3.557481 0.028 0.027 -0.017 2.591
C -3.444319 -5.859159 -1.108291 0.007 -0.033 -0.005 -0.659
C -4.317958 -6.505810 -1.969689 -0.008 0.001 -0.013 -0.399
C 2.714917 -1.908948 2.298810 -0.083 0.112 0.191 0.032
C -8.466120 -1.532343 2.141579 0.000 0.002 0.013 -0.443
C 2.583002 -1.252161 -2.378473 0.000 0.203 -0.368 0.762
C -6.611673 -0.573234 0.953890 0.040 0.078 0.027 -0.054
C -2.213855 2.775175 4.715077 -0.026 -0.070 0.004 -2.035
C 3.222768 -1.807895 -1.163717 0.092 -0.172 0.133 0.591
C -3.359993 -1.051499 -0.139867 -0.242 -0.378 0.496 -1.436
C -1.361119 2.424435 2.406922 -0.010 -0.077 0.151 0.501
C -4.964965 -1.194096 -3.896336 0.162 -0.078 0.074 -0.101
C -3.513678 1.345983 3.151110 -0.037 0.018 -0.034 -1.981
C 1.697517 4.133853 1.065360 0.099 0.055 0.054 2.986
C -5.586450 -0.990083 -2.662886 -0.021 -0.214 0.078 0.117
C -2.731403 4.224753 -1.158600 0.031 -0.040 0.011 -1.893
C -6.401603 -1.764747 0.259548 0.112 0.030 0.017 -0.356
C -7.268843 0.342088 -3.793401 -0.020 -0.014 0.135 -0.661
C 3.355461 -0.773484 -3.437444 -0.127 -0.076 0.180 -0.889
C -7.632333 -0.452136 1.884878 -0.030 0.022 0.030 -0.828
C -0.409391 4.631128 -1.769977 -0.002 0.086 -0.009 -1.735
C 0.628536 -0.725813 -3.455948 -0.024 0.024 -0.017 0.258
C -2.175938 0.278899 -1.923077 -0.121 -0.031 -0.005 0.146
C -8.265730 -2.727145 1.466238 -0.041 -0.013 0.027 -0.706
C -5.489180 -0.652138 -5.054775 -0.084 0.117 -0.109 -0.802
C -4.637506 -3.773194 -1.415545 -0.060 0.202 -0.106 -0.030
C -1.592732 6.142215 -0.129157 0.015 0.013 -0.065 -1.873
C -3.606500 -4.506921 -0.838297 0.139 0.045 0.164 -0.547
C 0.006566 2.748287 2.386183 -0.112 -0.078 0.098 -0.422
C 0.279953 3.606399 1.298223 -0.062 0.161 -0.161 -0.496
C -5.350792 -5.789808 -2.559052 -0.010 -0.037 -0.008 -0.689
C -1.359281 0.525788 4.063163 -0.029 -0.012 0.018 -1.686
C -7.240400 -2.838454 0.536083 -0.073 -0.110 -0.042 -0.462
H -3.781630 1.015744 -0.692115 -0.013 -0.093 -0.173 0.271
H -2.746219 3.668270 4.382000 -0.004 -0.002 -0.007 0.393
H -7.045670 0.560243 -5.913559 0.007 -0.007 0.004 0.357
H 0.728778 2.442029 3.128914 -0.030 -0.046 0.051 0.465
H -4.039243 0.896088 3.999367 0.009 -0.017 0.004 0.578
H 0.574451 5.028569 -1.533698 0.013 -0.013 -0.007 0.230
H -0.807468 5.227645 -2.598819 0.008 -0.016 0.010 0.538
H -5.961810 0.278855 0.775357 0.003 -0.010 0.013 0.349
H -7.259133 -0.060572 -1.691078 -0.002 -0.007 -0.043 0.289
H -3.630611 -1.051533 0.923215 0.060 0.030 -0.038 0.462
H -3.486959 0.613869 2.340893 0.005 0.020 0.003 0.162
H -8.164709 0.949275 -3.739612 0.005 -0.007 -0.005 0.391
H 3.599188 4.228442 2.097589 0.009 0.011 -0.005 0.466
H -1.221601 3.085924 5.046506 0.013 -0.013 0.003 0.317
H -2.630165 -6.405165 -0.646881 -0.005 -0.007 -0.007 0.387
H -0.457574 -0.710482 -3.409973 -0.009 -0.024 -0.059 0.355
H 2.821652 5.971541 0.835901 -0.010 0.013 -0.003 0.461
H -1.926336 6.760378 -0.971878 0.004 0.004 0.022 0.469
H -6.036228 -6.281761 -3.238946 0.008 -0.005 0.001 0.386
H 3.272803 0.157150 -5.370504 0.002 0.003 -0.002 0.430
H -2.341341 0.852150 0.185696 -0.095 -0.169 -0.111 -2.087
H 5.249793 -2.273337 -0.583372 -0.016 0.023 -0.018 0.414
H 1.302267 5.986463 -0.049125 -0.043 0.022 -0.004 0.301
H -2.983459 4.850335 -2.020577 -0.007 0.003 -0.006 0.486
H -7.094066 -3.783889 0.023675 0.014 0.017 0.002 0.334
H 1.789725 3.464164 -1.030087 -0.001 0.022 0.012 0.106
H 0.767610 0.175691 -5.390037 0.022 0.008 0.005 0.433
H -2.517038 -1.740072 -0.250631 -0.088 -0.018 -0.042 0.293
H 4.286133 -3.670438 -1.083773 -0.001 -0.003 0.004 0.402
H -2.750940 2.341045 5.567581 0.006 0.019 0.000 0.471
H 4.435874 -0.777099 -3.390687 0.013 -0.024 0.020 0.328
H -4.983588 -0.817367 -5.998726 -0.018 0.005 -0.003 0.401
H 2.198650 4.316008 3.183264 0.003 -0.003 -0.002 0.410
H -2.906214 -4.023525 -0.164115 -0.044 0.010 -0.042 0.316
H 4.228124 -3.069685 3.088223 0.004 0.022 0.011 0.182
H -2.986839 3.037893 1.053534 -0.040 0.004 0.006 -0.101
H -4.191955 -7.559744 -2.186566 -0.001 0.003 0.006 0.365
H -7.769597 0.483175 2.413772 -0.011 -0.007 0.006 0.414
H -0.330691 0.762953 4.338171 0.006 0.018 0.007 0.243
H -0.307258 3.601569 -2.119832 -0.010 -0.007 -0.003 0.065
H -2.362251 6.172170 0.645335 -0.006 -0.017 -0.008 0.341
H -4.038622 -1.750366 -3.939724 -0.006 -0.026 0.016 0.315
H -1.857525 0.106382 4.944799 0.003 0.005 -0.007 0.472
H -8.904798 -3.579184 1.666716 -0.006 0.012 0.007 0.389
H -9.262139 -1.444166 2.870972 0.000 -0.003 -0.003 0.358
H 1.287736 6.168152 1.703208 -0.019 -0.016 0.012 0.331
H 3.106178 -2.415549 4.203222 -0.024 0.045 0.029 0.251
H 2.518413 2.378555 0.162066 0.104 -0.117 -0.075 0.093
H 3.368131 3.848649 -0.321885 0.004 -0.004 -0.003 0.467
H -0.696270 6.593201 0.289136 0.097 -0.016 0.012 0.204
H -3.536743 4.332595 -0.431125 -0.011 -0.012 0.003 0.354
H -4.099024 2.202840 2.811049 0.009 0.009 0.002 0.271
H -6.305630 -3.888420 -2.765576 0.018 -0.002 0.011 0.419
H -1.328552 -0.249670 3.293190 0.004 0.017 -0.015 0.164
H -2.673236 3.188042 -1.493261 -0.008 0.016 0.024 0.101
H 2.676803 2.769205 2.471584 0.003 0.001 0.001 0.331
H 3.790494 -2.965383 0.916532 0.044 -0.027 0.058 0.325
H 4.896445 -2.562995 -2.292787 -0.006 0.002 -0.025 0.400
```
Positions in Å, forces in eV/Å.

Spin multiplicity: 1
Energy relative to the best compared isomer or geometry (same formula, charge and spin) in kJ/mol: 153.3
Net charge: -1
Frontier orbital gap in Ha: 0.1732
HOMO level in Eh: -0.11938


(2)
Entry from the OMol25 dataset: a molecular structure, C46H58O4S4SbTc (the ωB97M-V functional and the def2-TZVPD basis).

The geometry in XYZ format:
```
114
Properties=species:S:1:pos:R:3:forces:R:3:lowdin_spin:R:1
Sb -4.416772 -1.370436 2.840000 -0.255 -0.213 0.065 0.037
Tc -0.626196 0.075333 0.248956 -0.235 -0.057 0.117 1.738
S -6.562362 -1.595442 2.140267 0.119 0.029 0.093 0.038
S -3.455433 -3.445873 2.979935 0.043 0.117 -0.046 0.034
S -4.053816 1.080233 0.650979 0.212 -0.159 -0.073 0.536
S -2.874257 -0.108479 -0.399368 0.159 0.362 -0.035 0.251
O 0.228745 0.101725 -1.534028 0.200 0.123 -0.219 0.126
O -0.991301 0.045967 2.181556 0.246 0.088 -0.044 0.148
O -0.467502 -2.054518 0.147661 -0.191 0.049 0.007 0.010
O -0.464089 2.245414 0.218524 0.061 -0.152 0.153 0.008
C 4.991437 4.180456 3.075200 0.024 0.000 0.029 0.000
C 1.489812 1.192043 4.609456 -0.052 0.014 -0.016 0.000
C 0.009333 0.032073 3.090740 -0.193 -0.075 -0.162 0.013
C 2.084268 1.314645 -2.385175 0.036 0.149 -0.171 0.008
C 2.483189 -0.752779 7.459177 -0.021 0.015 0.003 0.000
C 5.794246 -1.236025 -4.489327 0.019 0.007 -0.001 0.000
C 6.268270 0.986967 -3.498973 0.031 -0.027 0.032 0.000
C 2.063861 -1.094446 -2.434426 0.060 -0.156 -0.133 0.009
C -1.416704 3.318684 0.090836 -0.023 -0.130 -0.156 0.005
C -1.459815 -3.097763 -0.052886 0.122 -0.024 0.024 0.006
C 3.913715 0.114218 -3.457256 -0.053 0.013 0.013 0.008
C 3.353556 -3.419264 1.094936 -0.027 0.011 -0.053 0.000
C 0.528957 -1.183064 3.565102 0.015 -0.114 0.031 0.000
C 3.275993 -1.073890 -3.117722 -0.015 -0.035 0.071 -0.001
C 0.130006 2.549170 2.991056 0.055 -0.055 -0.035 0.000
C 1.441532 0.107063 -2.094711 -0.373 -0.072 0.259 0.006
C 3.027093 3.279261 -0.090564 0.059 0.042 -0.031 0.001
C 1.117772 2.895498 1.891825 -0.043 0.015 0.096 0.000
C 5.215708 0.160317 -4.251232 0.067 0.013 -0.036 0.001
C 0.129712 -2.486645 2.913932 0.068 0.060 -0.075 0.000
C 4.792599 3.985562 1.572646 -0.014 -0.042 -0.047 0.000
C 1.981590 0.003148 5.125536 0.015 0.003 -0.060 -0.002
C 1.482648 -1.173516 4.569093 -0.009 -0.015 0.065 0.001
C 5.079630 -5.171934 0.636165 -0.020 -0.020 -0.002 0.000
C 2.393389 3.355482 2.205059 0.032 -0.042 0.002 0.001
C 4.954219 0.811125 -5.618096 -0.017 0.020 0.006 0.001
C 4.997624 -4.130563 2.890798 0.007 0.016 -0.002 0.000
C 0.526958 1.223067 3.602171 0.076 0.158 0.075 0.000
C 3.289910 1.300019 -3.069876 -0.008 0.020 0.065 -0.002
C 4.779685 -3.874410 1.398561 0.007 0.008 0.023 0.000
C 1.758006 2.859952 -0.460165 0.032 0.083 -0.080 0.000
C 2.390306 -3.251373 2.080220 0.011 0.017 0.043 0.001
C 0.826981 2.671019 0.554247 -0.162 0.012 -0.100 0.000
C 0.803321 -2.533452 0.465506 -0.079 0.055 -0.015 0.001
C 5.101660 5.310466 0.863660 0.018 0.020 0.001 0.000
C 1.449372 2.601932 -1.921796 0.024 -0.048 0.069 0.001
C 5.758263 -2.778266 0.951091 0.007 0.026 0.013 0.000
C 3.369346 3.540980 1.233496 0.012 -0.011 0.034 0.000
C 5.779422 2.908261 1.093550 -0.022 -0.013 -0.003 0.000
C 4.259179 -0.852619 5.701141 0.015 -0.007 -0.013 0.000
C 1.107292 -2.789028 1.793517 -0.011 -0.036 0.111 0.000
C 1.722785 -2.703687 -0.564426 0.068 -0.025 -0.121 0.000
C 3.050038 -0.055100 6.214521 -0.039 -0.061 0.022 0.000
C 2.994168 -3.132605 -0.220885 0.069 -0.058 0.016 0.001
C 1.409394 -2.388920 -2.016291 0.032 0.064 0.105 0.001
C 3.534203 1.336842 6.616866 0.023 0.035 0.023 0.000
H 6.785272 -3.066179 1.193239 -0.020 0.001 -0.022 0.000
H 4.004953 -1.902231 5.537963 -0.001 0.041 -0.015 0.000
H 5.076554 -0.815821 6.427760 -0.031 -0.016 -0.015 0.000
H 1.659981 -0.172766 7.882755 0.018 -0.024 -0.011 0.000
H 3.748443 2.255187 -3.311376 -0.009 -0.023 -0.003 0.000
H 1.782281 -3.205386 -2.636795 0.003 -0.012 -0.017 0.000
H 5.856156 0.781436 -6.236297 -0.009 0.019 0.017 0.000
H 6.799940 3.177325 1.380087 -0.026 -0.001 -0.020 0.000
H 5.139368 -1.842734 -5.118931 0.006 0.010 0.033 0.000
H 2.716484 1.954975 6.994817 0.029 -0.024 -0.007 0.000
H 6.516592 0.516631 -2.544088 -0.019 0.027 -0.015 0.000
H 4.000003 1.857257 5.775437 -0.022 -0.008 0.026 0.000
H 1.842126 -2.132514 4.931133 0.000 0.031 -0.012 0.000
H 0.334160 -2.306429 -2.162642 -0.033 -0.027 0.002 0.000
H 4.155323 0.286204 -6.145551 0.020 -0.001 -0.004 0.000
H 2.099997 -1.745489 7.215678 0.021 0.029 0.011 0.000
H 3.718300 -2.026239 -3.387348 -0.018 0.018 0.003 0.000
H 6.024812 -4.464850 3.054014 -0.016 0.008 0.007 0.000
H 3.258921 -0.863149 8.223169 -0.024 0.010 -0.018 0.000
H 4.340524 4.963023 3.471805 0.005 -0.022 -0.003 0.000
H 2.626915 -3.456154 3.116595 0.001 0.019 -0.036 0.000
H 5.535228 -1.836634 1.459398 0.015 -0.031 -0.014 0.000
H -2.405013 2.898202 0.253831 0.022 -0.019 0.011 0.009
H 6.757118 -1.147568 -4.997868 -0.016 -0.009 -0.008 0.000
H 6.025023 4.476776 3.267734 -0.018 0.002 0.002 0.000
H 5.537988 1.940588 1.540051 0.019 0.029 0.000 0.000
H -0.881785 2.478422 2.597868 -0.036 -0.002 0.029 0.000
H 6.125590 5.626281 1.083044 -0.028 -0.008 -0.008 0.000
H 4.328364 -4.906672 3.269011 0.018 0.016 -0.008 0.000
H -1.338455 3.743100 -0.911291 0.025 0.032 0.005 0.000
H 4.652679 1.855034 -5.506866 -0.009 -0.035 -0.003 0.000
H -1.087948 -3.767641 -0.828901 0.010 -0.008 -0.009 0.000
H 4.279281 1.247492 7.410991 -0.001 0.009 -0.016 0.000
H 3.765995 3.400226 -0.877020 -0.017 0.003 0.033 0.000
H 0.162139 -3.287867 3.653052 0.016 -0.027 -0.017 0.000
H 0.372983 2.545009 -2.075375 -0.019 0.003 0.000 0.000
H 4.843306 -3.222503 3.479156 -0.003 -0.033 -0.015 0.000
H 5.959793 -1.766821 -3.548525 0.000 0.016 -0.029 0.000
H 3.724777 -3.234150 -1.017601 -0.021 -0.014 0.029 0.000
H 4.800263 3.257293 3.627693 0.006 0.026 -0.009 0.000
H 7.183735 1.063012 -4.093176 -0.018 -0.005 0.021 0.000
H 4.381182 -5.959242 0.929648 0.025 0.016 -0.008 0.000
H 2.619577 3.540510 3.246453 -0.003 -0.031 -0.011 0.000
H 5.917304 2.000102 -3.294471 0.010 -0.034 -0.011 0.000
H -2.381283 -2.619404 -0.360367 -0.020 0.045 -0.010 0.006
H 4.420815 6.096017 1.199609 0.011 -0.014 -0.012 0.000
H 5.698500 -2.598508 -0.124324 0.000 -0.005 0.035 0.000
H -1.193337 4.077495 0.838230 -0.014 0.023 0.038 0.000
H 1.839461 3.433699 -2.511700 -0.001 0.005 0.001 0.000
H -0.896014 -2.428241 2.555937 -0.008 -0.025 0.061 0.000
H 5.001728 5.217216 -0.219243 0.002 0.003 0.028 0.000
H 5.752304 2.789837 0.008352 -0.009 -0.002 0.037 0.000
H 0.150022 3.323501 3.759975 0.026 0.036 -0.023 0.000
H -1.632510 -3.623273 0.883804 -0.002 -0.008 0.019 0.000
H 4.993572 -5.032527 -0.443076 0.007 -0.002 0.032 0.000
H 4.617643 -0.441547 4.753987 0.007 -0.001 0.029 0.000
H 1.852289 2.140009 4.989313 -0.017 -0.015 -0.017 0.000
H 6.094936 -5.513848 0.855463 -0.016 0.014 -0.017 0.000
```
Positions in Å, forces in eV/Å.

Spin multiplicity: 4
Net charge: -1
Frontier orbital gap (alpha / beta) in Ha: 0.2102 / 0.1778
HOMO level (alpha / beta) in Eh: -0.14430 / -0.14196
<S²>: 3.7781


| no. | electronic energy (Eh) |
| --- | --- |
| 1 | -4656.428543 |
| 2 | -4002.558234 |